<i>
{
  "formula": "C4H5N",
  "method": "ωB97M-V/def2-TZVPD",
  "elements": ["C", "C", "C", "C", "N", "H", "H", "H", "H", "H"],
  "coordinates": [[-1.216, 1.971, 0.449], [-0.556, 0.966, 0.418], [0.248, -0.246, 0.362], [0.629, -1.620, -1.600], [0.784, -0.492, -0.972], [-1.801, 2.861, 0.475], [1.057, -0.229, 1.091], [-0.397, -1.110, 0.561], [0.356, -2.385, -0.847], [1.012, 0.341, -1.502]],
  "lowdin_charge": [0.12, -0.12, -0.22, -0.01, -0.14, 0.03, 0.12, 0.12, -0.01, 0.11],
  "gap_ev": 9.218,
  "multiplicity": 1,
  "homo_energy_ev": -8.30,
  "lumo_energy_ev": 0.9
}

=====

<ii>
{
  "formula": "C4H5N",
  "method": "ωB97M-V/def2-TZVPD",
  "elements": ["N", "C", "C", "C", "C", "H", "H", "H", "H", "H"],
  "coordinates": [[2.974, -0.124, -0.290], [1.948, 0.216, 0.157], [0.769, 0.604, 0.820], [-0.891, -0.717, 0.010], [-0.400, 0.775, -0.046], [-0.091, -1.428, 0.241], [-1.664, -0.834, 0.768], [-1.280, -0.984, -0.973], [-1.159, 1.423, 0.395], [-0.205, 1.069, -1.083]],
  "lowdin_charge": [0.16, -0.28, 0.04, -0.08, -0.29, 0.07, 0.08, 0.09, 0.10, 0.11],
  "gap_ev": 7.826,
  "multiplicity": 1,
  "homo_energy_ev": -9.36,
  "lumo_energy_ev": -1.5
}

=====

Which of them is the most stable? Correct choice: <ii>.

=====

<i>
{
  "formula": "C4H5N",
  "method": "ωB97M-V/def2-TZVPD",
  "elements": ["C", "C", "C", "C", "N", "H", "H", "H", "H", "H"],
  "coordinates": [[2.148, 0.189, 0.378], [0.954, 0.349, 0.322], [-0.942, -0.551, -0.014], [-0.469, 0.836, 0.209], [-1.372, -0.831, -1.166], [3.215, 0.216, 0.466], [-0.786, -1.213, 0.853], [-0.592, 1.450, -0.701], [-0.936, 1.350, 1.070], [-1.221, -1.795, -1.417]],
  "lowdin_charge": [0.12, -0.16, -0.33, -0.17, 0.09, 0.03, 0.12, 0.12, 0.12, 0.05],
  "smiles": "[H]/N=C/CC#C",
  "gap_ev": 10.886,
  "multiplicity": 1,
  "homo_energy_ev": -9.76,
  "lumo_energy_ev": 1.1
}

=====

<ii>
{
  "formula": "C4H5N",
  "method": "ωB97M-V/def2-TZVPD",
  "elements": ["C", "C", "C", "C", "N", "H", "H", "H", "H", "H"],
  "coordinates": [[-1.505, 0.117, 0.524], [0.277, 1.328, -0.783], [0.038, 0.313, -0.031], [0.668, -1.049, 0.245], [-2.600, 0.001, 0.915], [1.289, 1.583, -1.008], [-0.565, 2.015, -0.887], [1.085, -1.520, -0.617], [-0.126, -1.640, 0.610], [1.439, -1.148, 1.030]],
  "lowdin_charge": [-0.16, 0.04, -0.28, -0.07, 0.10, 0.07, 0.09, 0.07, 0.05, 0.09],
  "smiles": "C=C(C)C#N",
  "gap_ev": 11.430,
  "multiplicity": 1,
  "homo_energy_ev": -10.72,
  "lumo_energy_ev": 0.7
}

=====

Which of them is the most stable? Correct choice: <ii>.

=====

<i>
{
  "formula": "C4H5N",
  "method": "ωB97M-V/def2-TZVPD",
  "elements": ["C", "C", "N", "C", "C", "H", "H", "H", "H", "H"],
  "coordinates": [[-0.922, 0.017, 0.848], [-1.620, -0.389, -0.341], [-1.989, -0.693, -1.392], [1.410, 0.146, -1.002], [2.336, 0.298, -0.258], [0.681, -0.022, -1.755], [-0.287, -0.775, 1.238], [-0.705, 1.084, 0.850], [-1.992, -0.123, 1.348], [3.088, 0.457, 0.464]],
  "lowdin_charge": [-0.09, -0.37, 0.13, -0.02, 0.01, 0.02, 0.09, 0.09, 0.13, 0.01],
  "smiles": "CC#N.C#C",
  "gap_ev": 11.689,
  "multiplicity": 1,
  "homo_energy_ev": -10.87,
  "lumo_energy_ev": 0.8
}

=====

<ii>
{
  "formula": "C4H5N",
  "method": "ωB97M-V/def2-TZVPD",
  "elements": ["C", "C", "C", "C", "N", "H", "H", "H", "H", "H"],
  "coordinates": [[0.658, 0.571, 0.114], [-0.485, 0.845, 0.089], [-3.167, -0.316, -0.010], [2.077, 0.310, -0.102], [-2.851, 0.845, -0.004], [-4.206, -0.760, 0.025], [-2.470, -1.177, 0.057], [2.344, -0.183, 0.893], [2.501, 1.350, -0.266], [2.272, -0.343, -1.061]],
  "lowdin_charge": [-0.32, 0.09, -0.20, -0.15, 0.11, 0.10, 0.08, 0.09, 0.09, 0.11],
  "gap_ev": [8.261, 8.964],
  "multiplicity": 1,
  "homo_energy_ev": [-9.55, -9.91],
  "lumo_energy_ev": [-1.3, -0.9]
}

=====

Which of them is the most stable? Correct choice: <i>.

=====

<i>
{
  "formula": "C4H4O",
  "method": "ωB97M-V/def2-TZVPD",
  "elements": ["C", "C", "C", "C", "O", "H", "H", "H", "H"],
  "coordinates": [[-1.603, 0.825, 0.484], [-1.117, 0.900, -0.639], [0.284, 0.344, -0.539], [0.867, -0.835, 0.146], [0.464, -0.863, -1.213], [-2.105, 0.776, 1.401], [0.947, 1.163, -0.757], [0.306, -1.466, 0.829], [1.957, -0.843, 0.287]],
  "lowdin_charge": [0.16, -0.02, -0.38, -0.11, -0.03, 0.04, 0.12, 0.11, 0.11],
  "smiles": "C#C[C@H]1CO1",
  "gap_ev": 10.079,
  "multiplicity": 1,
  "homo_energy_ev": -9.72,
  "lumo_energy_ev": 0.4
}

=====

<ii>
{
  "formula": "C4H4O",
  "method": "ωB97M-V/def2-TZVPD",
  "elements": ["C", "C", "C", "C", "O", "H", "H", "H", "H"],
  "coordinates": [[-0.093, -0.907, 0.118], [-0.987, 0.056, -0.493], [0.362, -0.059, -1.070], [0.218, 0.506, 0.225], [1.094, 2.043, 1.221], [0.417, -1.723, 0.380], [-2.062, 0.226, -0.715], [0.956, 0.172, -1.967], [1.958, 2.119, 0.879]],
  "lowdin_charge": [-0.05, -0.08, -0.10, -0.06, -0.07, 0.09, 0.15, 0.15, -0.03],
  "gap_ev": 8.177,
  "multiplicity": 1,
  "homo_energy_ev": -9.07,
  "lumo_energy_ev": -0.9
}

=====

Which of them is the most stable? Correct choice: <i>.